26
Properties=species:S:1:pos:R:3:mulliken_charge:R:1 method="wB97M-V/def2-TZVPD" fmax_ev_per_a=3.856 lumo_ha=-0.1260 orbital_gap_ev=8.92 charge=+1 smiles="CC1=CC(F)=C[C@@](C)(NN=C=[NH2+])C1" e_tot_ev=-16721.15567 e_above_lowest_ev=1.406
N -1.33 1.16 1.27 -0.340
C 0.38 1.00 -0.53 1.347
H -3.70 -0.94 0.89 0.256
C -0.68 0.22 -1.18 -0.764
H 2.20 0.17 -1.06 0.390
H 1.26 1.79 -2.29 0.400
H -1.54 0.65 -1.76 0.321
C 0.05 -1.78 -0.09 -0.200
C 1.19 -1.22 0.38 0.210
H 0.48 1.91 1.37 0.342
F -2.15 -1.54 -1.18 -0.329
C -0.85 -1.08 -0.93 0.111
H -0.23 -2.89 0.17 0.288
C 0.86 2.23 -1.33 -1.584
H 3.18 -1.84 1.13 0.354
C 1.57 0.16 -0.15 -0.733
H 2.05 -3.04 0.71 0.363
N -3.36 -0.01 0.71 -0.291
H 1.44 2.93 -0.70 0.370
C 2.07 -2.04 1.21 -1.279
N -0.22 1.54 0.75 0.069
H 0.03 2.89 -1.75 0.356
H 2.11 0.74 0.62 0.396
H 1.56 -1.96 2.19 0.277
H -4.17 0.55 0.56 0.251
C -2.21 0.41 0.98 0.418

9
Properties=species:S:1:pos:R:3:mulliken_charge:R:1 method="wB97M-V/def2-TZVPD" fmax_ev_per_a=6.137 lumo_ha="-0.2438 / -0.2439" orbital_gap_ev="7.31 / 7.31" charge=+1 e_tot_ev=-17344.01830 e_above_lowest_ev=0.592
P -3.24 -0.31 -1.73 0.339
C 1.16 0.95 0.63 -0.773
C 0.10 0.60 0.10 0.817
N 0.64 -1.86 -0.45 -0.022
H 2.19 0.76 0.80 0.341
H 1.15 2.00 1.14 0.258
N 1.02 -2.08 0.55 -0.003
N -0.97 0.04 -0.20 0.117
N -2.04 -0.10 -0.84 -0.075

87
Properties=species:S:1:pos:R:3:mulliken_charge:R:1 method="wB97M-V/def2-TZVPD" fmax_ev_per_a=0.717 multiplicity=4 lumo_ha="-0.3942 / -0.4235" orbital_gap_ev="4.23 / 3.44" charge=+3 s2=3.816 e_tot_ev=-117564.85355
H -1.66 0.56 3.41 0.425
F 2.99 -1.48 0.75 -0.085
H -5.43 -1.55 -3.29 0.476
H -5.34 2.71 3.06 0.468
H 4.08 2.88 -4.93 0.355
H -2.81 1.25 -1.40 0.295
H -0.02 3.25 -1.23 0.621
C -3.55 1.56 3.36 -0.845
H 2.19 1.32 -2.11 -0.036
C -3.99 2.92 1.40 -0.970
H -4.55 -3.73 0.50 0.422
F 2.37 -1.07 5.46 -0.088
C -3.48 -2.30 -2.80 -0.794
C 2.52 -2.50 -2.93 -0.706
H 1.08 5.64 2.53 0.502
C 2.43 -1.98 -4.21 -0.664
C -4.38 2.42 2.64 -0.713
C -1.95 -4.16 1.13 -0.960
H -1.46 -2.75 -2.27 0.607
F 1.81 -3.16 5.66 -0.109
H -0.89 -4.04 1.35 0.075
O 3.52 -4.78 2.24 -0.584
H 3.40 1.32 -4.40 0.199
H -3.86 1.19 4.33 0.516
H -4.55 -1.94 0.68 0.345
N -0.24 1.23 -0.67 0.440
H 4.16 2.66 2.50 0.506
H -2.06 -4.66 0.16 0.375
H -5.00 0.72 -2.41 0.503
H -2.47 2.96 -0.10 0.423
C -2.25 -2.00 -2.25 -0.823
S 1.05 -2.06 3.38 1.218
H -4.48 -3.02 2.09 0.386
H 2.57 0.99 1.68 0.763
H 1.41 -0.61 -5.52 0.568
S 1.75 3.11 -4.36 -0.053
Tc -0.26 -1.11 1.36 0.190
H -4.64 3.61 0.87 0.510
C 2.72 4.25 2.56 -0.670
H -2.41 -4.83 1.86 0.425
H -0.56 3.98 1.80 0.435
H 3.09 -2.35 -4.99 0.470
C 1.45 -1.98 5.29 0.629
C -3.00 0.26 -1.78 -0.704
H -0.12 0.20 -3.80 0.435
O -2.10 -1.78 0.97 -0.258
F 0.31 -1.61 5.82 -0.131
C 1.84 2.28 -1.71 0.811
C 0.64 -0.52 -3.54 -0.208
C -1.94 1.69 1.58 1.086
C -4.16 -2.88 1.05 -1.332
P -0.33 1.29 0.99 1.239
C 1.68 -2.02 -1.93 -0.459
C -2.01 -0.72 -1.74 1.039
C -2.77 2.56 0.86 -0.262
H 3.02 1.97 -6.00 0.370
F 4.99 -1.80 1.49 -0.191
C 3.21 2.23 -4.97 -0.844
C -2.32 1.20 2.83 -0.820
H 1.74 -2.45 -0.94 0.337
P -0.40 -0.41 -1.04 0.446
H -0.12 2.12 -2.56 0.609
N 1.60 -3.20 2.51 -0.264
H 3.43 4.98 2.91 0.456
C 1.49 -1.00 -4.51 -0.883
H 1.82 4.35 -2.34 0.456
C 3.13 2.94 2.33 -0.883
C 0.33 2.28 -1.59 -1.274
O 1.32 -0.69 2.74 -0.286
C 2.23 2.00 1.88 -0.712
C 3.91 -2.41 1.11 0.660
S 3.27 -3.43 2.55 1.031
C 0.47 3.68 1.92 -0.601
H 2.31 2.41 -0.73 -0.035
H 3.23 -3.29 -2.70 0.525
H 3.35 3.53 -2.63 0.523
C -4.47 -1.32 -2.85 -0.637
C -4.23 -0.05 -2.35 -0.848
C 2.26 3.40 -2.65 -1.177
C 1.40 4.62 2.34 -0.852
F 4.14 -3.19 0.08 -0.214
O -0.46 -2.13 3.25 -0.889
C 0.90 2.37 1.67 1.238
C 0.76 -1.02 -2.23 0.700
O 3.75 -2.75 3.71 -0.566
C -2.69 -2.89 1.06 0.800
H -3.67 -3.28 -3.22 0.523